No. 1
DFT (wB97M-V/def2-TZVPD) results for 6 unconnected molecules or ions with the total composition C33H65BNO8 in a non-equilibrium geometry.

Its LUMO energy (spin up / spin down) is 0.18 / -0.41 eV. The net charge is 0. For the frontier orbital gap (spin up / spin down), the calculation gives 9.1 / 8.5 eV. Its expectation value of S² is 0.754. Its spin multiplicity is 2.

Last column: Mulliken spin population.
Positions of all 108 atoms, in Å:
1 C -3.4578 4.6611 7.6658  0.00
2 C -2.5529 3.3362 7.6157  0.00
3 B -1.3021 3.4380 6.5742  0.00
4 O -0.8377 4.6666 5.9885  0.00
5 C -0.5262 2.0664 6.1021  -0.03
6 C -1.6045 1.3023 5.1345  0.00
7 C -1.3786 1.5930 3.5905  0.00
8 O -0.7350 0.7218 2.9423  0.00
9 C 0.8186 2.3400 5.2733  0.05
10 C 2.1116 2.6191 6.2166  0.01
11 C 3.3805 2.5206 5.1973  0.02
12 C 2.1583 4.1218 6.7834  -0.01
13 N 2.3379 1.5636 7.2423  0.30
14 O 2.5693 0.4244 6.5852  0.63
15 C 1.1437 1.2826 8.0894  0.03
16 C 0.9522 2.3366 9.3140  0.00
17 C 1.4643 -0.1302 8.8360  0.00
18 C -0.2233 1.0491 7.3022  0.02
19 H -3.0313 5.4576 8.3561  0.00
20 H -3.6045 5.1544 6.6466  0.00
21 H -4.4826 4.3668 8.0722  0.00
22 H -2.1215 3.1202 8.6506  0.00
23 H -3.2294 2.4540 7.3587  0.00
24 H -0.9775 5.4237 6.5919  0.00
25 H -1.6445 0.1829 5.3138  0.00
26 H -2.6534 1.7061 5.3903  0.00
27 H -1.7717 2.5118 3.0334  0.00
28 H 1.1027 1.3979 4.6760  0.00
29 H 0.7190 3.2268 4.5523  0.00
30 H 3.6597 3.5996 4.9171  0.00
31 H 3.1209 1.9901 4.2301  0.00
32 H 4.3030 2.0927 5.7234  0.00
33 H 1.3362 4.3645 7.5277  0.00
34 H 3.1506 4.2062 7.3593  0.00
35 H 2.1588 4.9122 5.9670  0.00
36 H 0.7039 1.8193 10.2947  0.00
37 H 0.1776 3.1374 9.0931  0.00
38 H 1.9597 2.8803 9.4232  -0.01
39 H 0.8995 -0.2348 9.8186  0.00
40 H 2.5745 -0.2153 9.0844  0.00
41 H 1.1395 -1.0258 8.1934  0.00
42 H -0.2105 -0.0100 6.8891  0.00
43 H -1.0615 1.0734 8.0920  0.00
44 C -0.0377 -0.5702 0.0514  0.00
45 C 1.0002 -1.6709 0.0522  0.00
46 C 1.2130 -1.9046 -1.4313  0.00
47 O 0.9817 -0.6501 -2.0864  0.00
48 C 0.3795 0.2549 -1.1497  0.00
49 H -0.0660 0.0078 0.9760  0.00
50 H -1.0321 -0.9978 -0.1161  0.00
51 H 1.9258 -1.3073 0.5100  0.00
52 H 0.6870 -2.5704 0.5847  0.00
53 H 0.4919 -2.6280 -1.8275  0.00
54 H 2.2213 -2.2574 -1.6600  0.00
55 H 1.1319 1.0026 -0.8755  0.00
56 H -0.4633 0.7658 -1.6218  0.00
57 C -3.7974 -1.2351 1.2522  0.00
58 C -4.4351 -1.8948 0.0489  0.00
59 C -5.6873 -2.5032 0.6506  0.00
60 O -6.0758 -1.6574 1.7415  0.00
61 C -5.0083 -0.7420 2.0198  0.00
62 H -3.1004 -0.4353 0.9972  0.00
63 H -3.2590 -1.9829 1.8436  0.00
64 H -4.7070 -1.1344 -0.6904  0.00
65 H -3.7956 -2.6318 -0.4396  0.00
66 H -5.4897 -3.5020 1.0543  0.00
67 H -6.5065 -2.5742 -0.0684  0.00
68 H -5.3194 0.2505 1.6751  0.00
69 H -4.8336 -0.6975 3.0973  0.00
70 C 0.1760 0.0679 -5.2781  0.00
71 C 0.2546 1.1763 -6.3024  0.00
72 C -0.4078 0.5406 -7.5081  0.00
73 O -1.3801 -0.3888 -7.0068  0.00
74 C -1.1642 -0.5629 -5.5983  0.00
75 H 0.2465 0.4164 -4.2474  0.00
76 H 0.9801 -0.6545 -5.4509  0.00
77 H -0.3334 2.0367 -5.9639  0.00
78 H 1.2691 1.5151 -6.5039  0.00
79 H 0.3137 -0.0208 -8.1069  0.00
80 H -0.8992 1.2743 -8.1522  0.00
81 H -1.9787 -0.0544 -5.0700  0.00
82 H -1.1974 -1.6263 -5.3494  0.00
83 C 4.0700 -1.3697 -8.7310  0.00
84 C 4.8630 -0.2464 -8.0993  0.00
85 C 3.7820 0.7748 -7.8032  0.00
86 O 2.5756 0.0409 -7.5518  0.00
87 C 2.7767 -1.3251 -7.9410  0.00
88 H 4.5661 -2.3402 -8.6810  0.00
89 H 3.8735 -1.1393 -9.7833  0.00
90 H 5.3161 -0.5925 -7.1647  0.00
91 H 5.6561 0.1456 -8.7380  0.00
92 H 3.6044 1.4273 -8.6650  0.00
93 H 4.0195 1.3980 -6.9378  0.00
94 H 2.8486 -1.9264 -7.0281  0.00
95 H 1.9187 -1.6735 -8.5208  0.00
96 C -0.6772 -4.4831 -8.2148  0.00
97 C -0.3927 -5.4004 -9.3841  0.00
98 C 1.0907 -5.6707 -9.2177  0.00
99 O 1.3687 -5.6063 -7.8123  0.00
100 C 0.2301 -5.0493 -7.1414  0.00
101 H -1.7268 -4.4627 -7.9177  0.00
102 H -0.3711 -3.4614 -8.4623  0.00
103 H -0.9574 -6.3315 -9.2710  0.00
104 H -0.6409 -4.9669 -10.3542  0.00
105 H 1.6932 -4.9022 -9.7144  0.00
106 H 1.3852 -6.6484 -9.6057  0.00
107 H -0.2635 -5.8579 -6.5912  0.00
108 H 0.5585 -4.2913 -6.4266  0.00

***

No. 2
DFT (wB97M-V/def2-TZVPD) results for a molecular structure, C33H66AsF6O33 in a non-equilibrium geometry.

Its LUMO energy is 2.03 eV. The net charge is -1. For the frontier orbital gap, the calculation gives 10.0 eV. The value obtained for the energy relative to the best compared isomer or geometry (same formula, charge and spin) is 0.0 kcal per mole. Its spin multiplicity is 1.

Last column: Löwdin charge in e.
Positions of all 139 atoms, in Å:
1 As -0.2792 -1.0473 -0.2020  0.68
2 F -1.8094 -0.3812 0.2451  -0.24
3 F -0.0151 -1.5415 1.4672  -0.25
4 F 1.2860 -1.5721 -0.6420  -0.24
5 F -0.6509 -0.7245 -1.8556  -0.24
6 F 0.4024 0.4879 0.0661  -0.23
7 F -0.9387 -2.6309 -0.4177  -0.24
8 C -0.2157 7.3366 0.6595  -0.07
9 O -0.1435 5.9794 1.0706  -0.02
10 C -1.3630 5.3742 0.9270  -0.59
11 O -2.3359 5.9717 0.5946  0.15
12 O -1.3649 4.0778 1.2550  -0.01
13 C -0.1785 3.4075 1.7241  -0.02
14 H -1.0356 7.8483 1.1668  0.10
15 H -0.4830 7.5077 -0.3776  0.09
16 H 0.7872 7.7354 0.7866  0.09
17 H 0.5736 3.3221 0.9439  0.09
18 H -0.4301 2.3575 1.8596  0.08
19 H 0.1416 3.8640 2.6710  0.11
20 C -8.7894 -3.0478 1.2323  0.00
21 O -7.7816 -2.0491 0.8683  0.03
22 C -6.9203 -2.4762 -0.0102  -0.65
23 O -6.9916 -3.4766 -0.6210  0.14
24 O -5.8957 -1.5856 -0.1318  0.00
25 C -4.9580 -2.0344 -1.1098  -0.05
26 H -9.6760 -2.5531 1.6352  0.09
27 H -8.5297 -3.6483 2.0939  0.09
28 H -8.9230 -3.6301 0.3327  0.09
29 H -4.0369 -1.4967 -0.9901  0.07
30 H -5.2672 -1.9691 -2.1621  0.11
31 H -4.6745 -3.0729 -0.9962  0.09
32 C -0.2959 -4.1127 -3.1499  -0.03
33 O 0.2574 -4.8525 -4.2705  -0.02
34 C -0.6624 -5.0689 -5.2520  -0.64
35 O -1.7754 -4.7534 -5.2734  0.17
36 O -0.0600 -5.6983 -6.2867  0.00
37 C -0.9873 -5.9693 -7.3773  -0.04
38 H 0.4824 -3.8513 -2.4370  0.09
39 H -1.0561 -4.7412 -2.6665  0.10
40 H -0.7973 -3.2336 -3.5614  0.09
41 H -1.3945 -5.1190 -7.9093  0.08
42 H -1.9137 -6.4508 -7.0536  0.09
43 H -0.4059 -6.5723 -8.0486  0.08
44 C -1.1298 0.0971 4.1947  -0.01
45 O -0.9925 1.5500 4.4112  0.01
46 C -0.4994 1.9647 5.5626  -0.58
47 O -0.5238 3.1382 5.8284  0.11
48 O -0.0115 0.9857 6.3863  -0.02
49 C 0.7081 1.4488 7.4843  -0.06
50 H -1.5039 0.0286 3.1776  0.06
51 H -1.8141 -0.4302 4.8770  0.10
52 H -0.1903 -0.4638 4.2332  0.09
53 H 0.4050 2.4718 7.6759  0.09
54 H 1.7598 1.5580 7.2052  0.09
55 H 0.5325 0.7735 8.3169  0.10
56 C -2.4047 -3.0275 2.6059  0.01
57 O -1.4119 -4.0793 2.9753  0.03
58 C -1.1285 -3.9932 4.2628  -0.66
59 O -1.5090 -3.1466 4.9980  0.11
60 O -0.1841 -4.9024 4.5943  -0.01
61 C 0.2309 -4.8195 6.0277  -0.01
62 H -2.5015 -3.1247 1.5361  0.08
63 H -1.9539 -2.0793 2.8418  0.05
64 H -3.3378 -3.1172 3.1672  0.10
65 H 0.7389 -5.7553 6.2260  0.08
66 H -0.7004 -4.7487 6.5769  0.08
67 H 0.8806 -3.9837 6.2828  0.09
68 C -3.4201 1.2248 -1.9651  -0.07
69 O -2.3354 2.0855 -2.1891  -0.01
70 C -2.6837 3.3860 -2.1057  -0.58
71 O -3.7566 3.7882 -1.7758  0.16
72 O -1.6107 4.2000 -2.2663  0.00
73 C -0.3287 3.6124 -2.6327  -0.04
74 H -3.1717 0.2446 -2.3050  0.07
75 H -4.3364 1.4925 -2.4665  0.10
76 H -3.6771 1.2517 -0.9113  0.09
77 H 0.3268 4.4749 -2.6672  0.08
78 H -0.2637 3.1591 -3.6299  0.10
79 H 0.1308 2.9333 -1.9259  0.06
80 C 1.6731 -1.7718 -5.1992  -0.04
81 O 0.6370 -1.8009 -6.1944  0.02
82 C 1.1846 -2.3962 -7.2771  -0.61
83 O 2.3009 -2.7271 -7.3982  0.15
84 O 0.2080 -2.5357 -8.2510  0.01
85 C 0.8739 -3.1597 -9.3174  -0.12
86 H 2.0196 -2.7760 -4.9768  0.10
87 H 1.0958 -1.4061 -4.3427  0.09
88 H 2.4377 -1.0279 -5.4157  0.10
89 H 0.0847 -3.2759 -10.0456  0.08
90 H 1.1647 -4.2276 -9.1992  0.11
91 H 1.5773 -2.5269 -9.8639  0.10
92 C 2.4503 0.1123 2.8178  -0.01
93 O 2.8421 1.0851 3.8358  -0.03
94 C 3.9956 0.7516 4.5027  -0.58
95 O 4.6482 -0.1801 4.1730  0.13
96 O 4.3584 1.7036 5.4255  -0.02
97 C 5.5577 1.3548 6.1962  -0.03
98 H 3.2267 0.1125 2.0564  0.09
99 H 1.5686 0.6095 2.4269  0.07
100 H 2.2526 -0.8356 3.3259  0.10
101 H 5.3133 0.8861 7.1496  0.09
102 H 5.9672 2.3298 6.4741  0.09
103 H 6.2973 0.7608 5.6545  0.09
104 C 4.8709 4.7414 -3.9846  -0.03
105 O 4.9836 3.6949 -2.9378  -0.02
106 C 3.8527 2.9051 -2.9289  -0.59
107 O 2.9837 3.0213 -3.7586  0.10
108 O 3.8720 1.9454 -1.9935  0.00
109 C 2.6607 1.0829 -2.0583  0.02
110 H 5.7096 5.4377 -3.8744  0.08
111 H 3.9952 5.3565 -3.8149  0.09
112 H 4.9788 4.3964 -5.0120  0.09
113 H 2.6173 0.4693 -2.9631  0.09
114 H 1.8046 1.7406 -2.0917  0.06
115 H 2.6852 0.4296 -1.1932  0.07
116 C -3.1971 3.8547 3.9223  -0.02
117 O -3.7025 2.7097 3.2347  -0.03
118 C -4.3244 2.8953 2.0788  -0.61
119 O -4.5725 3.9434 1.5461  0.14
120 O -4.6607 1.7150 1.5144  -0.02
121 C -4.4556 0.4526 2.2508  0.01
122 H -3.4573 3.7458 4.9718  0.10
123 H -3.7149 4.7497 3.5451  0.10
124 H -2.1590 4.0391 3.6250  0.08
125 H -5.0167 0.5781 3.1800  0.10
126 H -3.3737 0.3261 2.4059  0.07
127 H -4.8634 -0.3011 1.5777  0.08
128 C 5.2086 -1.7792 0.1080  -0.03
129 O 6.0308 -0.8249 -0.5795  -0.03
130 C 7.3391 -1.2046 -0.5691  -0.62
131 O 7.7265 -2.2838 -0.2270  0.13
132 O 8.1253 -0.2506 -1.0053  0.02
133 C 7.6312 1.0492 -1.3740  -0.03
134 H 4.1910 -1.4141 0.0295  0.08
135 H 5.5055 -1.8135 1.1511  0.10
136 H 5.2503 -2.7768 -0.2833  0.09
137 H 8.4423 1.5943 -1.8517  0.09
138 H 7.2753 1.6358 -0.5291  0.10
139 H 6.7955 0.9735 -2.0723  0.09

***

Record-wise energy values, in eV: -53815.8163, -180006.6311